No. 1
Here is a molecular structure, C23H20BBrCl2O5PdS from the Open Molecules 2025 dataset. Energies are from ωB97M-V/def2-TZVPD.

Values from the calculation:
HOMO energy = -0.5370 hartree
orbital gap = 2.900 eV
charge = +2
LUMO energy = -11.71 eV

The geometry in XYZ format:
```
54
Properties=species:S:1:pos:R:3:forces:R:3
C -2.716 -2.834 4.041 -0.6 1.3 -0.4
C -3.047 -1.252 3.939 1.3 -0.9 -0.3
C -1.804 -0.575 3.224 -0.8 0.7 0.2
C -1.595 -1.003 1.748 0.1 -0.8 -1.7
C -2.705 -1.418 0.860 2.1 0.0 -0.1
C -2.520 -1.783 -0.551 0.1 0.0 1.3
C -3.812 -2.150 -1.336 0.3 0.8 -0.7
Cl -4.567 -3.757 -1.276 0.8 1.8 0.5
C -4.341 -1.128 -2.100 -0.1 0.1 -0.5
C -3.679 0.294 -2.207 0.1 -0.5 -0.3
Cl -5.831 -1.343 -3.070 1.8 0.2 1.3
C -1.135 -1.761 -1.207 0.7 0.6 1.9
C -0.949 -2.108 -2.711 -0.3 0.2 0.8
C -1.582 -3.480 -3.154 -0.6 0.6 -1.0
O -2.145 -3.511 -4.201 0.5 -0.3 0.9
Br -1.506 -5.113 -2.047 0.5 1.1 -0.2
C -0.034 -1.363 -0.351 -1.1 0.1 0.3
C -0.204 -0.987 1.105 -1.0 0.5 -1.2
C 1.064 -0.558 1.919 0.3 -0.1 -0.7
O 1.314 -0.932 3.032 -0.3 0.4 -0.6
C 2.020 0.389 1.116 -0.4 0.9 -0.9
C 2.687 1.614 1.732 -0.5 -0.4 -2.9
C 3.534 2.427 0.802 -1.6 -1.2 -0.5
S 4.321 3.932 1.510 -0.6 -0.3 -0.5
C 3.697 2.047 -0.618 -0.7 -1.2 1.2
B 4.576 2.937 -1.667 1.1 0.7 -1.0
O 3.891 3.325 -2.859 0.0 0.1 2.5
O 5.887 3.338 -1.434 -2.6 0.1 0.0
C 5.906 4.794 -1.686 0.5 0.5 -0.1
C 3.026 0.812 -1.218 -0.8 0.2 3.2
C 2.204 0.016 -0.334 0.8 1.4 -0.1
C 1.442 -1.248 -0.887 -0.3 0.5 1.0
O 1.965 -2.044 -1.612 -0.4 0.7 0.2
H -1.686 -3.017 3.616 -1.2 -0.1 0.5
H -3.513 -3.346 3.434 1.0 0.0 0.8
H -2.752 -3.105 5.124 0.0 -0.2 -1.1
H -3.138 -0.875 4.996 -0.1 0.1 -1.4
H -3.952 -1.043 3.315 0.5 -0.2 1.0
H -0.913 -0.720 3.884 -0.5 0.0 -1.0
H -2.002 0.546 3.203 0.2 -1.0 -0.1
H -3.738 -1.444 1.287 1.1 0.0 -0.6
H -2.642 0.203 -2.654 -1.1 0.0 0.5
H -4.253 0.951 -2.916 0.4 -0.7 0.9
H -3.557 0.790 -1.206 -0.4 -0.5 -0.9
H -1.490 -1.310 -3.304 0.4 -1.1 0.5
H 0.114 -2.087 -3.067 -0.9 -0.2 0.7
H 2.529 1.908 2.808 0.6 -0.6 -1.1
H 3.286 4.852 1.443 0.5 -1.0 -0.1
H 3.095 3.795 -2.528 0.2 -0.4 -0.9
H 6.619 5.234 -0.945 -0.4 -0.5 -0.9
H 4.899 5.260 -1.461 1.1 -0.5 -0.4
H 6.215 4.968 -2.754 -0.3 0.0 1.2
H 3.140 0.557 -2.303 0.0 0.3 1.2
Pd 0.375 2.306 1.528 0.8 -1.1 -0.4
```
Positions in Å, forces in eV/Å.

***

No. 2
Here is a molecular structure, C13H25BCrN5 from the Open Molecules 2025 dataset. Energies are from ωB97M-V/def2-TZVPD.

Values from the calculation:
HOMO energy (alpha / beta) = -0.5551 / -0.5574 hartree
2S+1 = 4
expectation value of S² = 3.78
orbital gap (alpha / beta) = 6.639 / 7.731 eV
charge = +2
LUMO energy (alpha / beta) = -8.47 / -7.44 eV

The geometry in XYZ format:
```
45
Properties=species:S:1:pos:R:3:forces:R:3
Cr 0.198 0.196 0.343 -1.5 -0.5 0.0
C -1.434 -1.941 -0.971 -0.1 0.2 -0.2
C -1.108 -0.850 -1.987 -0.1 -0.2 0.0
N -1.090 0.471 -1.308 0.2 -0.1 -0.2
C -2.431 0.984 -0.908 -0.1 0.1 0.4
C -2.356 1.537 0.514 0.0 0.1 -0.4
N -1.581 0.591 1.366 0.5 0.0 0.1
C -2.321 -0.664 1.700 0.1 -0.3 -0.1
C -1.411 -1.877 1.531 -0.1 0.2 0.2
N -0.627 -1.745 0.274 0.1 -0.2 -0.1
H -2.492 -1.916 -0.718 0.0 0.0 0.1
H -1.235 -2.915 -1.415 0.0 0.0 0.1
H -0.114 -1.016 -2.410 0.0 0.0 0.0
H -1.824 -0.881 -2.811 0.0 0.1 0.0
H -0.683 1.150 -1.948 0.1 0.0 0.1
H -2.765 1.771 -1.582 0.0 0.0 -0.1
H -3.161 0.178 -0.974 0.0 0.0 0.0
H -1.829 2.490 0.513 0.0 0.0 0.1
H -3.356 1.696 0.920 0.0 0.0 0.1
H -1.356 1.085 2.228 0.0 0.0 0.0
H -2.702 -0.632 2.720 0.0 0.1 0.0
H -3.185 -0.743 1.044 0.0 0.1 0.0
H -0.698 -1.930 2.354 0.0 0.0 0.0
H -2.002 -2.794 1.547 0.0 0.0 -0.1
H 0.086 -2.471 0.299 0.0 0.1 0.0
C 4.888 -1.068 4.334 0.1 0.0 0.0
C 3.743 -0.792 3.424 -0.2 0.0 -0.1
C 2.472 -0.487 3.921 0.1 0.0 0.0
C 1.436 -0.227 3.056 -0.1 0.1 0.0
N 1.577 -0.269 1.720 0.3 -0.2 0.4
C 2.803 -0.547 1.231 -0.1 0.0 -0.1
C 3.888 -0.804 2.032 0.0 0.0 0.1
H 4.549 -1.271 5.348 0.0 0.0 0.0
H 5.551 -0.200 4.366 0.0 0.0 0.0
H 5.479 -1.911 3.977 0.0 0.0 0.0
H 2.297 -0.443 4.988 0.0 0.0 0.0
H 0.458 0.041 3.439 0.0 0.0 0.0
H 2.902 -0.556 0.148 0.1 0.0 0.0
H 4.851 -1.003 1.581 0.0 0.0 0.0
B 1.767 4.345 -0.467 0.3 0.7 -0.2
C 1.303 2.963 -0.115 -0.1 -0.3 0.2
N 0.877 1.896 0.139 0.5 1.0 -0.2
H 1.998 4.967 0.534 -0.2 -0.1 0.2
H 0.885 4.818 -1.137 -0.1 0.0 0.0
H 2.794 4.282 -1.092 0.0 -0.3 -0.1
```
Positions in Å, forces in eV/Å.

***

| no. | calculated total energy (eV) |
| --- | --- |
| 1 | -144467.5508 |
| 2 | -50420.7191 |